Molecular formula: C42H47N4O8OsSTe
Method: DFT, ωB97M-V with the def2-TZVPD basis set

```
! wB97M-V def2-TZVPD RIJCOSX def2/J DEFGRID3
* xyz 0 6
Os 0.03 -0.01 0.06
C 0.01 2.25 6.45
O 1.28 1.88 6.96
C 1.88 0.68 6.69
C 2.75 0.26 7.69
C 3.49 -0.90 7.55
C 3.34 -1.69 6.42
C 2.45 -1.29 5.43
C 1.73 -0.09 5.54
N 0.87 0.30 4.49
C 1.02 0.10 3.15
N 2.29 -0.04 2.72
C 2.81 -0.27 1.42
C 2.06 -0.34 0.26
C 2.75 -0.56 -0.95
C 4.13 -0.68 -0.98
C 4.87 -0.59 0.19
C 4.21 -0.39 1.38
O 4.82 -0.28 2.60
C 6.24 -0.22 2.62
N -0.01 0.15 2.35
C -1.31 0.12 2.93
C -2.19 1.17 2.69
C -3.49 1.13 3.15
C -3.93 0.02 3.85
C -3.07 -1.04 4.10
C -1.76 -1.00 3.64
O -0.86 -2.01 3.80
C -1.26 -3.13 4.55
H -0.30 3.11 7.04
H -0.72 1.46 6.59
H 0.06 2.55 5.40
H 2.84 0.88 8.57
H 4.17 -1.21 8.34
H 3.89 -2.61 6.30
H 2.30 -1.91 4.56
H -0.08 0.54 4.74
H 3.01 0.07 3.42
H 2.20 -0.63 -1.87
H 4.63 -0.85 -1.93
H 5.95 -0.67 0.16
H 6.52 -0.08 3.66
H 6.60 0.61 2.02
H 6.68 -1.15 2.25
H -1.82 2.02 2.12
H -4.16 1.95 2.95
H -4.96 -0.04 4.19
H -3.45 -1.92 4.60
H -0.36 -3.73 4.69
H -2.01 -3.72 4.02
H -1.65 -2.84 5.53
C 1.90 3.08 1.05
C 0.67 3.00 0.18
O 0.07 4.06 -0.15
N 0.24 1.82 -0.24
Te -1.95 2.90 -1.49
C -3.39 4.17 -2.42
C -3.63 5.45 -1.92
C -2.87 6.06 -0.77
C -4.63 6.23 -2.51
C -5.40 5.75 -3.56
C -6.48 6.60 -4.18
C -5.17 4.46 -4.01
C -4.18 3.65 -3.46
C -3.99 2.26 -4.00
C -0.69 2.74 -3.17
C -0.43 1.46 -3.68
C -1.03 0.19 -3.14
C 0.46 1.34 -4.74
C 1.10 2.44 -5.30
C 2.06 2.29 -6.44
C 0.81 3.70 -4.78
C -0.08 3.88 -3.73
C -0.37 5.29 -3.29
H 2.19 4.12 1.18
H 2.71 2.51 0.61
H 1.67 2.65 2.03
H -2.12 5.39 -0.34
H -3.56 6.36 0.02
H -2.34 6.96 -1.10
H -4.80 7.23 -2.14
H -6.50 7.59 -3.74
H -7.46 6.14 -4.03
H -6.33 6.70 -5.25
H -5.78 4.06 -4.82
H -4.80 1.99 -4.67
H -3.97 1.52 -3.20
H -3.05 2.18 -4.55
H -1.85 0.34 -2.45
H -0.28 -0.41 -2.62
H -1.41 -0.42 -3.96
H 0.66 0.35 -5.14
H 2.23 1.24 -6.68
H 3.03 2.74 -6.20
H 1.68 2.79 -7.33
H 1.29 4.57 -5.21
H 0.26 5.99 -3.83
H -0.20 5.41 -2.22
H -1.41 5.55 -3.50
O -0.64 -1.96 0.01
S -2.16 -1.65 -0.20
O -2.91 -2.04 0.96
O -2.01 -0.09 -0.25
O -2.60 -2.14 -1.47
*
```

## Properties
- Max |F|: 0.7 eV/Å
- E_LUMO (alpha / beta): 0.41 / -1.65 eV
- HOMO-LUMO gap (alpha / beta): 7.86 / 6.33 eV
- HOMO energy (alpha / beta): -7.4 / -8.0 eV
- Energy: -87250.177 eV

---

Molecular formula: C42H48CuNP3S2
Method: DFT, ωB97M-V with the def2-TZVPD basis set

```
! wB97M-V def2-TZVPD RIJCOSX def2/J DEFGRID3
* xyz -1 1
Cu -0.17 0.53 -0.39
S -1.76 0.73 2.68
P -1.33 -1.11 2.00
C -0.86 -1.22 0.40
P -0.83 -2.36 -0.84
S -0.05 -1.63 -2.52
C 0.10 -3.90 -0.41
C -0.48 -4.92 0.34
C 0.28 -5.99 0.80
C 1.63 -6.06 0.50
C 2.21 -5.06 -0.27
C 1.45 -3.99 -0.73
C -2.49 -3.05 -1.23
C -3.62 -2.36 -0.81
C -4.89 -2.82 -1.12
C -5.04 -3.98 -1.87
C -3.92 -4.67 -2.31
C -2.65 -4.20 -2.00
C -0.08 -1.80 3.17
C -0.31 -1.76 4.55
C 0.62 -2.29 5.43
C 1.79 -2.86 4.94
C 2.02 -2.90 3.58
C 1.08 -2.38 2.70
C -2.77 -2.19 2.43
C -4.06 -1.67 2.43
C -5.16 -2.50 2.62
C -4.98 -3.86 2.83
C -3.69 -4.38 2.87
C -2.60 -3.55 2.67
H -1.54 -4.88 0.57
H -0.19 -6.77 1.39
H 2.23 -6.89 0.86
H 3.26 -5.12 -0.53
H 1.88 -3.22 -1.35
H -3.48 -1.46 -0.23
H -5.77 -2.29 -0.77
H -6.04 -4.35 -2.11
H -4.03 -5.57 -2.91
H -1.78 -4.73 -2.36
H -1.22 -1.29 4.92
H 0.44 -2.25 6.49
H 2.52 -3.27 5.63
H 2.93 -3.35 3.19
H 1.24 -2.41 1.63
H -4.20 -0.61 2.29
H -6.16 -2.08 2.61
H -5.83 -4.51 2.97
H -3.54 -5.44 3.05
H -1.60 -3.95 2.73
C 1.01 3.66 -2.29
C 2.08 2.58 -2.06
C 1.88 1.47 -3.10
C 3.47 3.18 -2.26
P 1.73 1.75 -0.41
C 3.20 0.69 -0.11
C 2.96 -0.68 0.03
C 3.99 -1.55 0.33
C 5.28 -1.08 0.50
C 5.54 0.28 0.36
C 4.50 1.15 0.06
C 1.73 2.97 1.01
C 2.75 4.11 0.94
C 0.32 3.57 1.09
C 1.95 2.15 2.28
H 1.06 3.99 -3.33
H 1.17 4.53 -1.65
H 0.01 3.27 -2.10
H 2.07 1.88 -4.10
H 0.87 1.07 -3.07
H 2.56 0.64 -2.93
H 3.49 3.68 -3.24
H 4.24 2.41 -2.27
H 3.73 3.92 -1.50
H 1.94 -1.04 -0.10
H 3.78 -2.61 0.44
H 6.09 -1.76 0.75
H 6.54 0.66 0.49
H 4.73 2.21 -0.04
H 2.58 4.76 0.09
H 3.78 3.74 0.91
H 2.65 4.72 1.85
H 0.05 4.14 0.20
H 0.27 4.25 1.95
H -0.42 2.78 1.25
H 2.96 1.74 2.34
H 1.23 1.33 2.35
H 1.79 2.79 3.15
C -4.45 3.49 0.36
C -4.12 2.00 0.26
C -2.90 1.75 -0.49
N -1.93 1.56 -1.08
H -5.35 3.64 0.95
H -4.60 3.93 -0.63
H -3.63 4.03 0.84
H -4.94 1.45 -0.21
H -3.94 1.57 1.25
*
```

## Properties
- Max |F|: 0.4 eV/Å
- E_LUMO: 2.57 eV
- HOMO-LUMO gap: 6.30 eV
- HOMO energy: -3.7 eV
- Energy: -140004.202 eV